{
  "formula": "C28H49BrNOP3Pd",
  "method": "the ωB97M-V functional and the def2-TZVPD basis",
  "elements": ["Pd", "Br", "P", "P", "P", "O", "N", "C", "C", "C", "C", "C", "C", "C", "C", "C", "C", "C", "C", "C", "C", "C", "C", "C", "C", "C", "C", "C", "C", "C", "C", "C", "C", "C", "C", "H", "H", "H", "H", "H", "H", "H", "H", "H", "H", "H", "H", "H", "H", "H", "H", "H", "H", "H", "H", "H", "H", "H", "H", "H", "H", "H", "H", "H", "H", "H", "H", "H", "H", "H", "H", "H", "H", "H", "H", "H", "H", "H", "H", "H", "H", "H", "H", "H"],
  "coordinates": [[1.7650, -1.4538, -1.1743], [0.8894, -2.0162, 3.6289], [0.5986, -0.3191, -2.7083], [-1.9143, 1.8839, 0.8944], [-0.4449, -3.3098, -0.4320], [-1.0420, 0.9655, 0.0309], [9.2736, 3.2822, 1.5077], [-1.0495, 3.4831, 1.1071], [3.4093, -1.5276, 0.1368], [0.2489, -3.8715, -1.9599], [-1.0296, 1.5150, -4.2375], [1.8422, 1.0363, -2.5406], [8.2780, 3.4713, 2.3611], [1.6440, 0.0036, 1.6356], [9.0785, 2.5508, 0.4155], [0.0201, -4.1767, 1.0760], [-1.0032, 0.5164, -3.0743], [-3.2014, -2.3574, -0.7057], [2.6766, 0.6552, 0.9429], [2.5151, -2.1379, 1.1173], [0.9314, -1.1206, -4.3118], [-0.4140, -5.5807, 1.5110], [-0.1594, -5.2020, -2.5315], [-3.4906, 2.2677, 0.0885], [6.7470, 2.1474, 0.9770], [2.3694, -1.5972, -4.4404], [1.3110, 2.2394, -1.7757], [-2.2364, 1.2158, 2.5083], [5.0205, 0.4149, 0.1190], [7.8511, 1.9356, 0.1082], [-1.7568, -2.0829, -0.2119], [1.7632, -1.3530, 2.0442], [3.6938, -0.1065, 0.3277], [6.9969, 2.9530, 2.1212], [5.4060, 1.5660, 0.7811], [-4.0830, 2.8986, 0.7603], [-2.0349, 0.1473, 2.5174], [-1.7460, 4.3126, 1.3313], [0.5820, 1.9586, -0.9984], [-3.5400, -1.4761, -1.2821], [9.9514, 2.4456, -0.2435], [-0.1387, -5.7115, 2.5706], [-1.7210, -0.2967, -3.2944], [-0.5096, 3.7081, 0.1686], [5.7458, -0.2266, -0.4156], [-0.3067, 3.3873, 1.9245], [2.7697, 1.7456, 0.9660], [2.4556, -2.2847, -5.2870], [1.1026, -4.2463, 0.9514], [7.7687, 1.3731, -0.8137], [8.4642, 4.0790, 3.2468], [-1.4920, -5.7474, 1.4239], [-0.3284, -5.9752, -1.7797], [-1.5875, 1.6740, 3.2527], [1.3353, -3.8512, -1.7094], [-3.3225, 2.7784, -0.8604], [6.2029, 3.1862, 2.8387], [0.7501, 0.5496, 1.9239], [2.6995, -2.1112, -3.5315], [-1.3549, -1.2090, -0.7648], [0.2216, -1.9398, -4.4174], [3.0190, -0.7416, -4.6301], [4.6488, 2.1228, 1.3486], [-0.1203, -3.4660, 1.9158], [0.6346, -5.5483, -3.2035], [2.5084, -3.2123, 1.1654], [0.8574, 2.9458, -2.4746], [2.1463, 1.2395, -3.5756], [-1.7586, -1.7967, 0.8432], [2.7143, 0.6076, -2.0034], [-4.0511, 1.3398, -0.1078], [-0.4955, 1.1404, -5.1199], [-0.6383, 2.5159, -3.9738], [0.6500, -0.4211, -5.1079], [4.1206, -2.1737, -0.3975], [2.1483, 2.7535, -1.2980], [-1.0567, -5.1113, -3.1535], [-3.2817, -3.2686, -1.3256], [0.1578, -6.3327, 0.9471], [0.0794, -3.0553, -2.6906], [-1.3294, 0.9830, -2.1264], [-2.0734, 1.6575, -4.5417], [-3.2714, 1.4012, 2.7555], [-3.8881, -2.4387, 0.1620]],
  "forces_ev_per_a": [[-1.262, -0.080, 0.795], [0.473, 0.499, -1.011], [-0.404, 1.082, -1.493], [1.421, 0.118, -1.985], [-0.788, 0.428, 1.750], [-0.815, 0.461, 1.012], [0.444, 0.128, 0.143], [-0.074, 0.004, 0.155], [0.725, 0.447, 2.165], [0.411, 0.753, -0.605], [0.137, 0.292, -0.166], [0.009, -0.571, -0.301], [-0.905, -0.372, -0.546], [0.091, 0.092, 0.771], [-0.525, -0.384, -0.142], [0.678, -0.100, 0.446], [-0.541, -0.244, 0.840], [-0.351, 0.028, 0.155], [-0.178, -0.847, -0.152], [0.456, 0.921, 0.325], [-0.168, 0.282, -0.148], [-0.173, -0.359, -0.080], [-0.143, -0.885, -0.701], [-0.110, -0.359, 0.433], [1.148, 0.180, -0.077], [-0.137, 0.027, -0.430], [0.068, 0.337, 0.106], [0.046, -0.091, 0.362], [1.275, 1.474, 0.216], [-0.079, 0.570, 0.615], [-0.100, 0.471, -1.043], [0.345, -0.115, -2.148], [-0.505, -1.030, 0.563], [-0.209, -0.197, -0.251], [-0.142, -0.908, -0.403], [-0.007, -0.019, -0.230], [-0.122, -0.100, -0.096], [0.374, -0.396, -0.007], [0.287, 0.068, -0.340], [0.130, -0.581, 0.131], [-0.501, -0.018, 0.225], [-0.111, 0.123, -0.404], [0.269, 0.194, 0.151], [-0.345, -0.101, 0.415], [-0.383, 0.553, 0.379], [-0.397, 0.121, -0.419], [-0.494, -0.501, -0.177], [0.156, 0.080, 0.182], [-0.056, -0.035, 0.089], [-0.116, -0.057, 0.084], [0.057, -0.158, -0.225], [0.236, -0.076, -0.058], [0.055, 0.098, -0.046], [-0.074, 0.085, 0.054], [-0.271, -0.153, -0.272], [0.069, 0.037, 0.104], [0.194, -0.203, -0.321], [0.394, 0.191, 0.413], [0.138, -0.060, -0.056], [-0.199, -0.236, 0.479], [-0.079, -0.192, 0.039], [0.155, -0.177, 0.112], [0.248, -0.404, -0.165], [-0.182, -0.248, -0.767], [-0.147, -0.024, 0.175], [0.283, -0.039, 0.217], [-0.069, -0.038, 0.219], [0.202, 0.330, 0.295], [0.326, -0.157, -0.093], [-0.208, 0.276, -0.493], [0.200, 0.276, 0.106], [-0.158, 0.265, 0.200], [-0.075, -0.642, -0.092], [0.293, -0.162, 0.075], [-0.119, 0.299, 0.501], [-0.093, 0.067, -0.042], [0.049, 0.006, 0.302], [-0.097, 0.523, 0.277], [-0.493, 0.117, 0.110], [0.119, -0.495, 0.389], [0.086, -0.238, -0.440], [0.214, -0.013, 0.065], [-0.280, -0.029, 0.354], [0.422, -0.207, -0.567]],
  "e_homo_ha": [-0.480, -0.480],
  "e_tot_ha": -4951.6328,
  "multiplicity": 3,
  "charge": 2,
  "s2": 2.009,
  "largest_force_ev_per_a": 2.444
}